Record 1
Formula: H18O9
Source: OMol25
Level of theory: the ωB97M-V functional and the def2-TZVPD basis

The geometry in XYZ format:
```
27
Properties=species:S:1:pos:R:3:forces:R:3
H 0.489 -1.278 -0.521 -0.1757 0.6169 0.0291
H 0.269 -2.475 0.846 0.9282 0.2558 0.3208
H -3.160 -0.066 -2.033 -0.0756 0.0895 0.0735
H -0.183 0.035 1.641 -0.1628 0.7098 0.0241
O 0.193 -1.599 1.278 -0.2273 -1.5775 -0.2418
O 1.079 1.976 -0.626 0.1480 0.2886 -0.1560
H -0.962 4.372 -0.874 -0.3741 -0.2218 0.1401
H 3.517 1.501 1.789 -0.0101 -0.0683 -0.1116
O 4.313 1.223 1.322 0.1195 0.1132 0.1124
H 4.358 0.271 1.439 -0.1330 -0.0586 0.0005
H -3.230 -2.308 2.943 -0.0526 0.0379 -0.0348
O 1.556 -3.639 -0.218 0.0710 0.3179 -1.1451
H -0.692 -1.757 1.633 -0.8099 0.4215 0.6020
H -2.619 -0.874 -3.184 0.0524 -0.0662 -0.0834
O 0.543 -0.832 -1.382 0.1296 -0.5110 -0.3570
H -0.587 1.423 2.265 -0.0040 -0.1122 0.1555
H 0.213 1.700 -0.944 0.0036 0.2849 -0.0273
H -2.745 -0.862 2.714 -0.1671 0.3300 -0.0241
H 1.240 1.306 0.045 0.0245 0.0031 0.0814
H 2.414 -3.406 -0.606 0.1890 -0.1279 0.5917
O -2.482 -1.786 2.616 0.4532 -0.3152 -0.1320
O -3.093 -0.058 -2.996 0.0184 -0.0444 0.1004
H 1.012 -3.299 -0.953 -0.3306 -0.2751 0.2673
O -1.208 4.135 -1.771 0.4993 0.1173 -0.6756
O -0.565 0.914 1.451 0.0255 -0.1439 -0.0654
H -0.309 -0.389 -1.473 -0.0295 -0.0704 0.0477
H -2.148 3.971 -1.851 -0.1098 0.0062 0.5075
```
Forces are in eV/Å.

net charge	-1
ΔE to the lowest compared entry with this formula, charge and spin	115.4	kJ/mol
HOMO-LUMO gap (spin up / spin down)	2.71 / 10.12	eV
spin multiplicity	2
⟨S²⟩	0.7505
E_HOMO (spin up / spin down)	0.21 / -7.37	eV
largest force on an atom	1.6	eV/A

=====

Record 2
Formula: C5H10
Source: OMol25
Level of theory: the ωB97M-V functional and the def2-TZVPD basis

The geometry in XYZ format:
```
15
Properties=species:S:1:pos:R:3:forces:R:3
C 0.582 0.387 1.119 -1.2919 -0.8609 2.9639
H -2.032 -0.698 -3.010 0.6782 -0.1622 -0.8863
H -1.752 -0.206 -1.479 -0.9624 0.5422 4.3329
H 1.819 -1.273 1.449 -0.2329 -0.4671 0.8058
H 0.737 -0.807 2.995 0.7621 -0.4185 -2.5911
C -0.275 1.223 1.728 0.9303 -0.8297 -0.1487
H 0.097 -1.784 1.643 0.2327 0.4366 -0.5239
H 0.355 -0.011 -3.766 -0.6340 0.9044 2.1454
H -0.778 0.831 2.671 0.2954 1.1114 -1.5163
C -1.265 -0.330 -2.335 3.5118 1.8060 -4.4718
H -0.256 2.237 1.339 -0.7791 0.0949 0.5681
C 0.825 -0.974 1.812 -0.0486 0.8106 1.3379
H 1.303 0.727 0.416 0.1317 0.1235 -0.8934
H 0.674 0.440 -1.890 -0.1400 0.5818 -0.3820
C -0.032 0.237 -2.693 -2.4534 -3.6731 -0.7404
```
Forces are in eV/Å.

structure (SMILES)	C=CC.C=C
ΔE to the lowest compared entry with this formula, charge and spin	318.4	kJ/mol
HOMO-LUMO gap	10.78	eV
E_HOMO	-9.59	eV
largest force on an atom	6.0	eV/A